(1)
{
  "formula": "C15H36AsCl3GeN4O4PPt",
  "method": "ωB97M-V with the def2-TZVPD basis set",
  "spin_multiplicity": 4,
  "total_charge": 2,
  "e_lumo_ev": [-5.13, -8.42],
  "e_above_lowest_kcal_mol": 23.0,
  "gap_ev": [9.2, 5.9],
  "elements": ["Pt", "Cl", "Ge", "Cl", "Cl", "C", "C", "O", "P", "O", "C", "C", "O", "C", "C", "H", "H", "H", "H", "H", "H", "H", "H", "H", "H", "H", "H", "H", "H", "H", "C", "N", "C", "N", "C", "N", "C", "N", "C", "C", "H", "H", "H", "H", "H", "H", "H", "H", "H", "H", "H", "H", "C", "As", "C", "C", "O", "H", "H", "H", "H", "H", "H", "H", "H", "H"],
  "positions_angstrom": [[-0.359, -0.636, 0.574], [-3.143, 0.469, 4.447], [-2.740, -1.275, 3.214], [-0.418, -0.988, 2.988], [-2.781, -3.103, 4.368], [4.771, -0.131, 1.432], [3.311, -0.006, 1.059], [2.944, -1.182, 0.290], [1.555, -1.337, -0.449], [1.525, -2.873, -0.794], [1.830, -3.934, 0.166], [3.241, -4.441, -0.030], [1.622, -0.648, -1.862], [2.705, -0.923, -2.818], [3.720, 0.196, -2.781], [5.058, 0.693, 2.083], [5.400, -0.108, 0.543], [4.940, -1.071, 1.955], [3.140, 0.888, 0.452], [2.675, 0.043, 1.946], [1.103, -4.717, -0.037], [1.676, -3.563, 1.183], [3.358, -4.871, -1.023], [3.444, -5.213, 0.711], [3.961, -3.633, 0.090], [2.213, -0.985, -3.785], [3.155, -1.887, -2.587], [3.235, 1.153, -2.973], [4.472, 0.031, -3.551], [4.224, 0.233, -1.815], [-1.929, 2.083, 1.195], [-2.048, 3.516, 1.077], [-2.042, 3.892, -0.338], [-0.791, 3.478, -0.984], [-0.663, 2.045, -0.877], [-0.655, 1.628, 0.555], [0.483, 2.312, 1.245], [0.349, 3.743, 1.129], [-0.914, 4.160, 1.748], [0.335, 4.115, -0.287], [-2.769, 1.596, 0.701], [-1.921, 1.796, 2.246], [-2.150, 4.972, -0.425], [-2.886, 3.417, -0.843], [0.265, 1.714, -1.350], [-1.511, 1.567, -1.376], [1.415, 1.992, 0.779], [0.477, 2.022, 2.297], [-1.014, 5.241, 1.668], [-0.911, 3.885, 2.804], [1.270, 3.804, -0.756], [0.244, 5.196, -0.376], [-4.500, -3.063, 0.096], [-3.487, -1.549, -0.519], [-4.708, -0.252, -1.262], [-2.232, -2.069, -1.895], [-2.652, -0.863, 0.781], [-5.077, -3.479, -0.729], [-5.175, -2.724, 0.880], [-3.829, -3.820, 0.497], [-5.406, -0.769, -1.919], [-4.165, 0.495, -1.839], [-5.257, 0.228, -0.454], [-2.773, -2.363, -2.794], [-1.627, -2.906, -1.546], [-1.583, -1.221, -2.125]]
}

---

(2)
{
  "formula": "C2H2N2O3",
  "method": "ωB97M-V with the def2-TZVPD basis set",
  "smiles": "O=Cn1o[nH]c1=O",
  "total_charge": 0,
  "e_lumo_ev": 0.62,
  "e_above_lowest_kcal_mol": 90.6,
  "gap_ev": 10.7,
  "elements": ["O", "C", "N", "O", "N", "C", "O", "H", "H"],
  "positions_angstrom": [[-2.645, 0.131, 0.050], [-1.580, 0.634, -0.011], [-0.389, 0.013, -0.149], [-0.059, -1.386, -0.065], [1.268, -1.049, 0.155], [0.980, 0.310, 0.042], [1.630, 1.334, 0.082], [-1.236, 1.660, -0.060], [2.030, -1.647, -0.044]]
}

---

(3)
{
  "formula": "C5H11BF3NV",
  "method": "ωB97M-V with the def2-TZVPD basis set",
  "total_charge": 3,
  "e_lumo_ev": -18.67,
  "gap_ev": 3.3,
  "elements": ["C", "C", "C", "C", "N", "B", "C", "F", "F", "F", "H", "H", "H", "H", "H", "H", "H", "H", "H", "H", "H", "V"],
  "positions_angstrom": [[-3.030, -0.211, -0.491], [-1.982, -0.857, 0.562], [-0.496, -0.490, -0.024], [0.649, -0.942, 1.086], [1.983, -0.646, 0.517], [2.319, 0.823, 0.695], [2.998, 1.720, -0.495], [3.336, 2.978, -0.005], [4.096, 1.110, -1.097], [2.042, 1.946, -1.534], [-3.828, -0.949, -0.852], [-3.494, 0.712, -0.017], [-2.435, 0.179, -1.427], [-2.123, -1.977, 0.709], [-2.023, -0.337, 1.585], [-0.312, -0.987, -1.059], [-0.520, 0.652, -0.175], [0.462, -0.322, 2.018], [0.524, -2.045, 1.380], [1.876, -0.824, -0.508], [2.040, 1.362, 1.708], [-2.083, -0.894, -2.574]]
}

---

Copy entry 1 word for word.
{
  "formula": "C15H36AsCl3GeN4O4PPt",
  "method": "ωB97M-V with the def2-TZVPD basis set",
  "spin_multiplicity": 4,
  "total_charge": 2,
  "e_lumo_ev": [-5.13, -8.42],
  "e_above_lowest_kcal_mol": 23.0,
  "gap_ev": [9.2, 5.9],
  "elements": ["Pt", "Cl", "Ge", "Cl", "Cl", "C", "C", "O", "P", "O", "C", "C", "O", "C", "C", "H", "H", "H", "H", "H", "H", "H", "H", "H", "H", "H", "H", "H", "H", "H", "C", "N", "C", "N", "C", "N", "C", "N", "C", "C", "H", "H", "H", "H", "H", "H", "H", "H", "H", "H", "H", "H", "C", "As", "C", "C", "O", "H", "H", "H", "H", "H", "H", "H", "H", "H"],
  "positions_angstrom": [[-0.359, -0.636, 0.574], [-3.143, 0.469, 4.447], [-2.740, -1.275, 3.214], [-0.418, -0.988, 2.988], [-2.781, -3.103, 4.368], [4.771, -0.131, 1.432], [3.311, -0.006, 1.059], [2.944, -1.182, 0.290], [1.555, -1.337, -0.449], [1.525, -2.873, -0.794], [1.830, -3.934, 0.166], [3.241, -4.441, -0.030], [1.622, -0.648, -1.862], [2.705, -0.923, -2.818], [3.720, 0.196, -2.781], [5.058, 0.693, 2.083], [5.400, -0.108, 0.543], [4.940, -1.071, 1.955], [3.140, 0.888, 0.452], [2.675, 0.043, 1.946], [1.103, -4.717, -0.037], [1.676, -3.563, 1.183], [3.358, -4.871, -1.023], [3.444, -5.213, 0.711], [3.961, -3.633, 0.090], [2.213, -0.985, -3.785], [3.155, -1.887, -2.587], [3.235, 1.153, -2.973], [4.472, 0.031, -3.551], [4.224, 0.233, -1.815], [-1.929, 2.083, 1.195], [-2.048, 3.516, 1.077], [-2.042, 3.892, -0.338], [-0.791, 3.478, -0.984], [-0.663, 2.045, -0.877], [-0.655, 1.628, 0.555], [0.483, 2.312, 1.245], [0.349, 3.743, 1.129], [-0.914, 4.160, 1.748], [0.335, 4.115, -0.287], [-2.769, 1.596, 0.701], [-1.921, 1.796, 2.246], [-2.150, 4.972, -0.425], [-2.886, 3.417, -0.843], [0.265, 1.714, -1.350], [-1.511, 1.567, -1.376], [1.415, 1.992, 0.779], [0.477, 2.022, 2.297], [-1.014, 5.241, 1.668], [-0.911, 3.885, 2.804], [1.270, 3.804, -0.756], [0.244, 5.196, -0.376], [-4.500, -3.063, 0.096], [-3.487, -1.549, -0.519], [-4.708, -0.252, -1.262], [-2.232, -2.069, -1.895], [-2.652, -0.863, 0.781], [-5.077, -3.479, -0.729], [-5.175, -2.724, 0.880], [-3.829, -3.820, 0.497], [-5.406, -0.769, -1.919], [-4.165, 0.495, -1.839], [-5.257, 0.228, -0.454], [-2.773, -2.363, -2.794], [-1.627, -2.906, -1.546], [-1.583, -1.221, -2.125]]
}